The following is a quantum chemistry calculation of a cluster of 2 separate species, C5H13NO in total, from the OMol25 dataset.

Its total energy is -328.2671 Eh. For the max |F|, the calculation gives 0.0266 hartree/bohr. As for the molar mass: 103.2 g mol⁻¹. The value obtained for the HOMO energy is -9.310 eV. As for the structure (SMILES): C=C(C)CCN.O.

CARTESIAN COORDINATES (ANGSTROEM)
1 C -0.793 1.992 0.907
2 C -0.864 0.817 0.270
3 C -2.221 0.236 -0.066
4 C 0.387 0.105 -0.164
5 C 0.434 -1.356 0.347
6 N 0.496 -1.405 1.824
7 H -1.691 2.524 1.177
8 H 0.200 2.359 1.133
9 H -2.318 0.328 -1.155
10 H -3.021 0.814 0.378
11 H -2.245 -0.824 0.173
12 H 1.193 0.661 0.328
13 H 0.608 0.221 -1.226
14 H -0.476 -1.833 -0.006
15 H 1.319 -1.843 -0.063
16 H -0.357 -1.826 2.142
17 H 0.497 -0.450 2.195
18 O 2.898 0.215 -2.704
19 H 2.361 -0.416 -3.195
20 H 3.592 -0.318 -2.295

---

The following is a quantum chemistry calculation of the ion BrH2NO2P with charge -1, from the OMol25 dataset.

Its total energy is -3121.9988 Eh. For the max |F|, the calculation gives 0.0636 hartree/bohr. As for the molar mass: 158.9 g mol⁻¹. The value obtained for the HOMO energy is -5.411 eV. As for the structure (SMILES): N[P@](=O)([O-])Br. Its net charge is -1.

CARTESIAN COORDINATES (ANGSTROEM)
1 N 1.125 -0.412 -0.194
2 P -0.271 0.719 0.136
3 O -0.516 1.458 -1.113
4 O -0.317 1.183 1.543
5 Br -2.031 -0.894 0.067
6 H 0.841 -1.008 -0.973
7 H 1.170 -1.046 0.535

---

The following is a quantum chemistry calculation of a structure of composition C22H18BrF6IrN4OS, from the OMol25 dataset.

Its total energy is -4818.9397 Eh. For the max |F|, the calculation gives 0.0121 hartree/bohr. As for the molar mass: 772.6 g mol⁻¹. The expectation value of S² is 6.075. The value obtained for the HOMO energy (spin up / spin down) is -6.095 / -7.357 eV. As for the spin multiplicity: 5.

CARTESIAN COORDINATES (ANGSTROEM)
1 Ir -0.318 1.819 0.158
2 C 3.650 1.393 1.772
3 C 2.432 1.426 0.882
4 N 1.202 1.652 1.422
5 N 1.213 1.761 2.774
6 C 0.122 1.991 3.440
7 N 0.302 2.188 4.792
8 S -1.562 2.174 3.043
9 C 2.604 1.243 -0.490
10 C 3.905 1.289 -1.087
11 C 4.055 1.510 -2.411
12 C 2.884 1.755 -3.215
13 C 1.671 1.520 -2.712
14 N 1.494 0.994 -1.392
15 H 3.353 1.236 2.801
16 H 4.197 2.337 1.717
17 H 4.326 0.592 1.474
18 H 1.169 2.630 5.048
19 H -0.506 2.433 5.341
20 H 4.779 1.213 -0.456
21 H 5.040 1.566 -2.856
22 H 2.977 2.144 -4.220
23 H 0.768 1.676 -3.280
24 Br -1.583 1.995 -1.977
25 C -1.266 0.203 -2.633
26 C -2.272 -0.208 -3.456
27 C -2.384 -1.557 -3.835
28 C -1.527 -2.461 -3.292
29 C -0.467 -2.056 -2.444
30 C 0.350 -3.059 -1.871
31 C 1.391 -2.722 -1.067
32 C 1.722 -1.369 -0.894
33 C 0.977 -0.361 -1.444
34 C -0.235 -0.675 -2.161
35 H -3.032 0.499 -3.760
36 H -3.187 -1.865 -4.491
37 H -1.636 -3.519 -3.495
38 H 0.114 -4.095 -2.082
39 H 2.005 -3.482 -0.602
40 H 2.616 -1.116 -0.342
41 C -3.474 -0.548 3.305
42 C -2.975 -0.949 1.970
43 O -1.896 1.541 1.635
44 C -1.702 -1.716 1.852
45 F -0.982 -1.439 0.754
46 F -1.940 -3.053 1.821
47 F -0.905 -1.496 2.910
48 C -3.911 -0.920 0.812
49 F -3.305 -0.798 -0.377
50 F -4.644 -2.062 0.747
51 F -4.789 0.089 0.921
52 H -2.645 -0.282 3.956
53 H -4.032 -1.365 3.781
54 H -4.143 0.305 3.216

---

The following is a quantum chemistry calculation of the ion C3H9OSi with charge +1, from the OMol25 dataset.

Its total energy is -484.1167 Eh. For the max |F|, the calculation gives 0.0967 hartree/bohr. As for the molar mass: 89.2 g mol⁻¹. The value obtained for the HOMO energy is -14.485 eV. Its net charge is +1.

CARTESIAN COORDINATES (ANGSTROEM)
1 C 2.436 0.152 -0.367
2 C -0.813 -1.667 0.319
3 C -1.287 1.595 0.254
4 O 1.290 0.287 0.099
5 Si -0.378 0.200 -0.575
6 H 2.559 -0.055 -1.411
7 H 3.348 0.010 0.323
8 H -0.588 -1.346 1.335
9 H -1.842 -2.059 0.401
10 H -0.186 -2.526 0.056
11 H -1.240 1.409 1.312
12 H -0.750 2.657 0.178
13 H -2.335 1.671 -0.082
14 H -0.214 -0.330 -1.842

---

The following is a quantum chemistry calculation of an isolated molecule of C3H5NOS, from the OMol25 dataset.

Its total energy is -645.4186 Eh. For the max |F|, the calculation gives 0.0291 hartree/bohr. As for the molar mass: 103.1 g mol⁻¹. The value obtained for the HOMO energy is -9.548 eV. As for the structure (SMILES): S[C@@H]1C=NOC1.

CARTESIAN COORDINATES (ANGSTROEM)
1 S 0.197 1.245 -1.672
2 C 0.488 0.200 -0.141
3 C -0.006 -1.215 -0.308
4 N -1.099 -1.459 0.331
5 O -1.511 -0.340 1.040
6 C -0.418 0.614 1.036
7 H 1.133 0.597 -2.367
8 H 1.551 0.226 0.040
9 H 0.429 -1.995 -0.923
10 H 0.149 0.529 1.975
11 H -0.912 1.598 0.989

---

The following is a quantum chemistry calculation of a cluster of 5 separate species, C2H13NO4 in total, from the OMol25 dataset.

Its total energy is -439.6571 Eh. For the max |F|, the calculation gives 0.0560 hartree/bohr. As for the molar mass: 115.1 g mol⁻¹. The value obtained for the HOMO energy is -8.488 eV. As for the structure (SMILES): C=CN.O.O.O.O.

CARTESIAN COORDINATES (ANGSTROEM)
1 C 2.473 0.864 0.250
2 C 1.226 0.614 0.676
3 N 0.228 1.542 0.614
4 H 2.823 1.852 -0.015
5 H 3.155 0.097 -0.091
6 H 0.856 -0.370 0.937
7 H 0.258 2.478 0.282
8 H -0.526 1.598 1.292
9 O 1.687 -1.861 -2.022
10 H 1.044 -1.612 -1.350
11 H 1.978 -0.961 -2.258
12 O -1.788 -3.453 -2.544
13 H -1.191 -2.715 -2.355
14 H -2.287 -3.033 -3.274
15 O -0.653 1.496 4.096
16 H -0.775 0.737 4.645
17 H -1.527 1.842 3.982
18 O -2.358 0.092 -1.307
19 H -2.002 -0.214 -0.486
20 H -2.621 1.007 -1.074

---

The records above yield energy above the lowest of the compared OMol25 structures with the same formula, charge and spin values of 32.5; 0.0; 100.8; 9.8; 58.4; 41.2 kcal/mol, respectively.